Version 1
DFT (ωB97M-V with the def2-TZVPD basis set) results for an isolated ion of composition C3H4NO and charge +1.

Computed properties:
Frontier orbital gap (spin up / spin down) = 7.4 / 7.4 eV
HOMO (spin up / spin down) = -14.6 / -14.6 eV

The geometry in ORCA input format:
```
! RIJCOSX wB97M-V def2-TZVPD def2/J DEFGRID3
* xyz 1 1
O -0.88832 0.42839 -1.12085
N 0.38406 -0.05166 0.62276
C 0.42258 0.61129 -0.64928
C -1.53081 -0.45052 -0.43246
C -0.64539 -0.77620 0.68964
H 1.22620 0.18337 -1.31183
H 0.88994 1.54053 -0.60269
H 1.09983 -0.07843 1.37088
H -0.95810 -1.40676 1.43382
*
```

Version 2
DFT (ωB97M-V with the def2-TZVPD basis set) results for an isolated ion of composition C3H4NO and charge +1.

Computed properties:
Frontier orbital gap = 8.9 eV
HOMO = -14.7 eV
SMILES string = C=[NH+]C=C=O

The geometry in ORCA input format:
```
! RIJCOSX wB97M-V def2-TZVPD def2/J DEFGRID3
* xyz 1 1
O -2.20738 0.45235 -0.28393
N 0.81238 -0.28822 0.02641
C 0.61943 0.97277 0.04221
C -1.38363 -0.34766 -0.11037
C -0.29107 -1.08324 0.01210
H -0.32429 1.54911 0.09425
H -0.47263 -2.21334 -0.04997
H 1.44503 1.70827 0.07617
H 1.80215 -0.75003 0.19314
*
```

Version 3
DFT (ωB97M-V with the def2-TZVPD basis set) results for an isolated ion of composition C3H4NO and charge +1.

Computed properties:
Frontier orbital gap = 10.0 eV
HOMO = -16.8 eV

The geometry in ORCA input format:
```
! RIJCOSX wB97M-V def2-TZVPD def2/J DEFGRID3
* xyz 1 1
O -1.30209 -0.42386 0.60262
N -0.06312 1.44369 0.65471
C -1.09015 0.89543 1.06306
C 0.67384 0.15603 -0.35587
C -0.41641 -0.80636 -0.17964
H 1.66487 -0.06325 0.33085
H 1.00310 0.37829 -1.26080
H -0.46929 -1.89592 -0.63818
H -1.82546 1.47103 1.68348
*
```

version 2 ends up most stable, edging out the next structure by 79.7 kJ/mol.

Version 1
DFT (ωB97M-V with the def2-TZVPD basis set) results for H22KrO11 as an isolated structure.

Computed properties:
Frontier orbital gap = 10.7 eV
HOMO = -10.7 eV

The geometry in ORCA input format:
```
! RIJCOSX wB97M-V def2-TZVPD def2/J DEFGRID3
* xyz 0 1
Kr -11.14469 -9.55284 15.38225
O -12.89836 -11.58466 12.18910
O -9.79918 -13.54796 14.10041
O -10.28078 -8.30176 18.68377
O -12.71859 -13.07458 15.07674
O -11.28977 -12.59684 17.36113
O -14.74248 -10.93142 14.42475
O -7.61314 -10.05361 13.13048
O -9.25234 -10.96161 18.12220
O -8.31365 -7.38979 14.01678
O -12.74629 -5.99478 14.66085
O -14.35455 -8.10732 15.48390
H -15.43618 -10.79030 13.78047
H -12.57630 -12.45502 11.95460
H -8.44796 -10.49282 12.96805
H -14.33870 -8.16842 16.43902
H -13.61671 -7.53719 15.26763
H -14.28339 -10.09276 14.47069
H -12.24853 -13.01052 15.90811
H -9.77565 -14.10924 13.32539
H -10.70265 -13.23458 14.14243
H -13.49980 -12.53551 15.20061
H -11.95714 -5.81024 14.15154
H -8.15525 -8.33379 14.01380
H -10.57785 -8.46453 19.57903
H -12.04545 -12.44925 17.92982
H -13.13264 -5.13453 14.82498
H -8.45784 -11.38408 17.79582
H -9.96834 -11.46773 17.73822
H -10.02712 -9.16404 18.35458
H -7.84096 -7.06955 14.78505
H -11.25984 -13.54630 17.24338
H -7.15420 -10.62915 13.74231
H -13.25297 -11.68983 13.07196
*
```

Version 2
DFT (ωB97M-V with the def2-TZVPD basis set) results for H22KrO11 as an isolated structure.

Computed properties:
Frontier orbital gap = 9.2 eV
HOMO = -9.7 eV

The geometry in ORCA input format:
```
! RIJCOSX wB97M-V def2-TZVPD def2/J DEFGRID3
* xyz 0 1
Kr 0.43245 0.09120 -0.34046
O -2.84578 2.11830 0.00235
O -0.32266 -1.50433 -4.21151
O -3.10222 -0.64411 0.19521
O 3.17443 -0.96906 2.63213
O -0.82924 3.66393 1.23530
O 3.73241 -1.91012 0.09610
O -1.58015 1.32373 -4.14169
O 0.58410 -2.65574 2.93711
O 1.24917 -3.29508 -0.40903
O 1.62889 3.73423 -0.25398
O -0.78398 1.83791 3.58344
H 1.77536 3.08117 -0.93830
H 2.33619 -1.41081 2.76788
H 0.34693 -3.06710 2.10598
H 0.12025 -3.16801 3.59941
H -2.49597 2.21725 -0.88314
H -0.90183 2.26354 2.73422
H -3.45747 -1.27469 0.82162
H 0.42898 -1.92411 -3.79312
H 3.39708 -1.15204 1.71935
H -2.85172 1.17318 0.15381
H -1.57365 3.35021 0.72181
H -0.09852 3.67411 0.61711
H 0.32208 -3.33246 -0.17377
H -0.54689 -2.08408 -4.93942
H 1.33882 -3.91715 -1.13098
H -1.44532 2.23948 4.14700
H 1.31575 4.50750 -0.72328
H 4.41397 -2.50795 -0.21098
H -3.71908 -0.65921 -0.53655
H -1.38637 0.49978 -3.69470
H 2.91751 -2.28095 -0.24253
H -1.57340 1.98140 -3.44623
*
```

Version 3
DFT (ωB97M-V with the def2-TZVPD basis set) results for H22KrO11 as an isolated structure.

Computed properties:
Frontier orbital gap = 10.7 eV
HOMO = -10.6 eV

The geometry in ORCA input format:
```
! RIJCOSX wB97M-V def2-TZVPD def2/J DEFGRID3
* xyz 0 1
Kr 0.20373 0.06459 -0.74768
O -1.35025 -1.19697 -4.05446
O 0.09504 3.65812 -0.62910
O -1.25109 -2.41570 0.92803
O 0.83960 0.81410 2.66100
O 1.00086 -2.03658 2.66156
O 1.98785 2.37632 -2.31187
O -2.26350 -2.18730 -1.65170
O 2.46023 -2.33887 0.22403
O 3.29520 1.67284 1.39433
O -1.31701 2.21758 1.20936
O -3.40820 0.09809 -0.47086
H 2.34500 1.55004 -2.63733
H 0.66166 -1.15384 2.80972
H 0.62880 3.18773 -1.26947
H -1.80811 -1.66949 -3.35925
H -1.80137 -3.07210 1.35530
H -3.93233 -0.22212 0.26329
H -0.43569 -2.42300 1.42933
H 0.08047 1.26033 2.28571
H -1.55156 1.55215 0.56251
H 2.09481 -1.99139 1.03764
H 3.60974 0.93478 0.87226
H 0.45977 -2.59793 3.21684
H 2.15533 3.00372 -3.01511
H -0.72069 -1.82965 -4.40029
H 3.29577 -1.88306 0.12229
H 2.39459 1.44037 1.62038
H -1.77834 -2.02741 -0.84220
H -2.84172 -2.92129 -1.44395
H -3.24291 -0.67903 -1.00471
H -0.99641 2.95482 0.68982
H 0.05312 4.55405 -0.96344
H 1.03744 1.30607 3.45790
*
```

version 3 ends up most stable, edging out the next structure by 38.2 kJ/mol.

Version 1
DFT (ωB97M-V with the def2-TZVPD basis set) results for C22H54F12N2NiO17S4 as an isolated structure.

Computed properties:
Frontier orbital gap (spin up / spin down) = 8.3 / 8.3 eV
Expectation value of S² = 2.003
HOMO (spin up / spin down) = -8.8 / -8.8 eV

The geometry in ORCA input format:
```
! RIJCOSX wB97M-V def2-TZVPD def2/J DEFGRID3
* xyz 0 3
Ni -0.91662 0.28058 -0.11740
S 5.98890 0.69040 2.45877
S 4.26877 2.51324 2.05704
S -2.47926 2.17602 2.02813
S -1.72315 3.50846 -0.08356
F 3.94347 4.05327 -0.14048
F 7.23546 -0.47180 0.29489
F 8.60659 0.63886 1.53720
F -0.69783 5.32433 1.66959
F -5.04335 2.09771 2.78415
F 2.95128 4.87558 1.69472
F -4.48433 0.59658 1.39061
F 7.85874 -1.25161 2.17671
F -4.74055 2.61575 0.65151
F 0.50168 3.51371 1.43482
F 0.46783 5.04723 -0.10102
F 5.12509 4.99467 1.37664
O 0.54562 0.57155 1.46633
O -2.77166 -2.81605 -2.96662
O -1.94856 -1.14054 1.12955
O -2.11118 0.96522 2.77578
O -2.40495 -1.78514 4.09912
O 0.36680 1.16702 -1.52414
O 6.51212 0.89658 3.82630
O 0.15099 -1.54918 -0.77845
O 4.00507 2.78499 3.47845
O -2.35454 3.41368 2.80124
O 4.91456 -0.29478 2.36047
O 3.21385 1.72876 1.40757
O -2.86058 4.38542 0.17072
O 0.65298 -3.60621 1.12744
O -0.05774 0.91759 -4.38780
O -2.28415 -0.21099 -1.69247
O -1.32307 3.54374 -1.47308
N 5.88115 2.01509 1.65208
N -1.68326 2.02586 0.42403
C 1.43816 2.13744 -1.50033
C -0.13723 1.98281 -5.28774
C -4.34348 1.87851 1.64265
C 2.79345 1.51288 -1.78816
C -1.35796 -2.70877 4.46338
C 1.87059 -3.41223 1.84980
C 0.59027 -3.22028 -2.37829
C -2.43178 -2.43181 0.93757
C -0.25582 4.41613 0.82338
C -4.58181 0.19879 -2.20482
C -2.97385 -2.78814 -4.34389
C 4.01495 4.23810 1.20028
C -0.77413 3.23730 -4.75685
C 7.54531 -0.13324 1.53439
C 0.63415 -1.71098 -2.11554
C 0.97281 0.97797 3.81503
C 0.86799 -0.07528 2.71435
C -1.84148 -2.08837 -5.06604
C -0.67942 -2.30886 5.76624
C -3.14313 0.66808 -2.41446
C -3.92883 -2.51516 0.94456
C 2.90111 -2.72767 0.97803
H -1.91309 -2.39110 -6.11071
H 1.24858 2.86958 -2.28528
H 3.59376 2.24503 -1.89567
H -4.27290 -2.33048 1.96221
H 1.96734 1.42390 3.82763
H -2.10169 -2.86402 -0.00705
H 0.89393 2.26610 -5.49877
H -4.29585 -3.51405 0.70873
H -0.65800 -2.81245 3.63428
H 1.26307 -3.76560 -1.71641
H -3.90710 -2.33627 -4.68000
H -0.82482 4.04331 -5.48888
H 1.29339 1.16540 1.36743
H 0.44482 -2.33639 -0.31416
H 0.16480 0.98292 -2.44440
H 3.06216 0.80691 -1.00235
H -4.74632 -0.75750 -2.70134
H -2.93990 1.66271 -2.01756
H 2.59406 -1.72004 0.69786
H 1.74881 -2.90590 2.80734
H -0.23811 3.68757 -3.92136
H -2.23136 -0.99603 2.03551
H 2.75778 0.93382 -2.71093
H 0.08100 -3.00858 6.11302
H -2.92111 0.65481 -3.48153
H -1.83098 -3.67958 4.61133
H 0.13820 -0.86213 2.90507
H 0.89979 -3.43585 -3.40094
H -5.28977 0.91052 -2.62950
H -4.38333 -1.88858 0.17713
H -3.03009 -1.79881 4.82754
H 3.20140 -3.22617 0.05640
H -0.21519 -1.32789 5.66479
H 2.30910 -4.36912 2.13294
H 0.36603 0.19097 -4.85047
H -4.86862 0.09374 -1.15849
H 0.00702 -1.22883 -2.86543
H -0.86973 -2.42969 -4.70923
H -2.08140 -3.10086 1.72353
H -0.58587 1.69228 -6.23770
H -3.04510 -3.81796 -4.69387
H 3.76710 -2.60291 1.62812
H -2.36133 -1.06917 -2.11577
H 1.82766 -0.57961 2.60128
H -0.39831 -3.66499 -2.26396
H 1.63386 -1.32756 -2.31972
H -1.97653 -1.01023 -4.97964
H -3.35670 -3.48214 -2.59828
H 0.77128 0.59079 4.81382
H 1.51943 2.58042 -0.50773
H -1.40278 -2.12837 6.56141
H 0.32621 1.84318 3.66873
H -1.76798 3.04577 -4.35226
H 0.14733 -4.26363 1.61087
*
```

Version 2
DFT (ωB97M-V with the def2-TZVPD basis set) results for C22H54F12N2NiO17S4 as an isolated structure.

Computed properties:
Frontier orbital gap (spin up / spin down) = 7.3 / 6.3 eV
Expectation value of S² = 2.003
HOMO (spin up / spin down) = -8.6 / -8.6 eV

The geometry in ORCA input format:
```
! RIJCOSX wB97M-V def2-TZVPD def2/J DEFGRID3
* xyz 0 3
Ni 3.23826 -0.37255 0.27729
S -1.67307 2.21321 4.18958
S 0.77663 1.61045 -0.16473
S 0.45630 -0.75700 -1.46605
S -2.53760 2.90187 6.56970
F -0.63374 -0.91666 0.95449
F -0.35513 3.61658 2.43457
F -0.29925 -2.84684 0.13919
F -0.00810 2.88143 -2.38409
F 1.46671 3.92861 -1.32014
F -2.53941 1.14260 8.57798
F 1.98712 2.11576 -2.46584
F -1.89007 -1.67975 -0.64884
F -2.44914 4.00475 2.36176
F -1.28635 4.88538 4.01005
F -0.58915 1.43529 7.68526
F -2.07383 0.18686 6.73240
O -0.65926 -1.57764 -5.62314
O -0.28992 -0.00239 -2.42235
O -5.56206 -2.42257 0.97079
O -3.79576 6.38439 -1.00008
O -0.61832 -6.40396 -1.91321
O 1.17308 -1.83348 -2.14265
O 4.35941 -0.79427 -1.49559
O 3.01829 -2.42042 0.17945
O -3.67723 3.33525 7.34417
O 2.58244 -0.31565 2.19721
O 4.05025 1.44638 0.75139
O -4.81048 2.33989 2.38502
O -1.45148 3.83737 6.52665
O -0.64421 1.57735 -0.00343
O 1.52807 2.08216 0.96812
O -1.94919 1.26518 3.15027
O -0.38752 2.02949 4.84166
N 1.52881 0.05323 -0.60725
N -3.10249 2.39245 5.12205
C -4.08466 0.81906 0.64321
C -3.52730 5.02976 -0.63472
C 1.10461 2.73502 -1.70647
C 0.83787 -0.16342 -7.00417
C 1.98783 -1.10422 3.26700
C -2.77676 4.29144 -1.72644
C 3.31318 -3.64690 0.88714
C 1.13665 -5.41420 -3.25074
C -1.88131 1.30270 7.43036
C -0.67851 -1.60987 -0.15966
C -4.36482 -4.32250 0.03547
C -1.40893 3.84420 3.21457
C 2.20433 -4.63679 0.68969
C -0.04344 -5.19025 -2.33701
C 4.24550 2.73265 0.08480
C 5.71175 3.14092 -0.00922
C 0.98916 -0.25757 4.03332
C 4.97250 0.19373 -2.37455
C 0.42827 -0.67995 -5.64838
C -5.23760 1.56591 1.26013
C 4.29666 0.11269 -3.71473
C -5.02855 -2.96966 -0.22636
H 1.99096 -5.83597 -2.71714
H 2.81818 -1.43576 3.90085
H 0.19224 0.21671 -5.05753
H 6.26932 2.42845 0.60848
H -5.80168 -3.02596 -0.99468
H 1.33686 -4.42932 -3.68747
H -4.46043 0.26785 -0.22739
H 4.57953 -1.65594 -1.86032
H -0.81840 -4.58001 -2.81977
H -3.64143 0.04392 1.26981
H 2.10104 -4.72173 -0.39161
H -4.18981 2.99868 2.06696
H -4.22300 -2.30397 -0.55071
H 3.52067 -3.40045 1.92848
H -5.71357 2.18354 0.49247
H -6.51354 -2.54313 0.92921
H -3.69871 6.87560 -0.18020
H -3.62831 -4.64170 -0.70229
H 6.02001 -0.12622 -2.36777
H -2.91095 5.00271 0.26829
H 4.24495 -4.06601 0.49225
H 6.11292 3.00398 -1.01102
H 2.74474 0.55281 2.59009
H -5.94159 0.85321 1.68777
H 3.22622 0.30161 -3.69449
H 2.80152 -2.71305 -0.72457
H 3.64556 3.44523 0.65237
H 5.88718 4.13077 0.40017
H -1.76089 4.65714 -1.86898
H 4.50095 -0.85417 -4.18052
H 0.01883 -7.11897 -1.88098
H -1.37304 -1.19294 -6.14850
H 0.12086 -4.51195 -1.48939
H 0.90861 -6.02253 -4.12633
H 1.52846 0.43205 4.68332
H -5.14863 -5.07827 0.13332
H 4.41718 1.64430 1.62367
H 1.56772 -2.00581 2.82001
H 2.27757 -5.58889 1.21704
H 1.22368 -1.24908 -5.15802
H -4.45194 4.49146 -0.40623
H -3.25966 1.47522 0.35754
H -3.83941 -4.29217 0.99168
H 4.73774 0.83834 -4.40539
H -3.44471 4.30488 -2.58979
H 0.38477 -0.95667 4.60965
H 3.76715 2.67972 -0.89133
H 1.07524 -0.96891 -7.70474
H 1.32660 -4.27881 1.23421
H -2.59865 3.23781 -1.49238
H 4.99243 1.19661 -1.95197
H 0.36874 0.30007 3.33261
H -0.01889 0.37789 -7.42512
H 1.64977 0.56238 -7.04853
*
```

version 1 ends up most stable, edging out the next structure by 299.7 kJ/mol.

Version 1
DFT (ωB97M-V with the def2-TZVPD basis set) results for a 2-piece molecular cluster, FHN2O3 overall.

Computed properties:
Frontier orbital gap (spin up / spin down) = 9.9 / 5.6 eV
HOMO (spin up / spin down) = -11.1 / -8.8 eV

The geometry in ORCA input format:
```
! RIJCOSX wB97M-V def2-TZVPD def2/J DEFGRID3
* xyz 0 1
F 0.93036 1.75697 -0.45469
O -2.27295 -0.24454 1.05058
O -0.79518 -0.65656 -0.56637
O 1.62745 -0.40785 -0.05256
N -1.87525 -0.46143 -0.06578
N 1.79232 0.74078 0.22634
H 0.59325 -0.72737 -0.13751
*
```

Version 2
DFT (ωB97M-V with the def2-TZVPD basis set) results for a 2-piece molecular cluster, FHN2O3 overall.

Computed properties:
Frontier orbital gap (spin up / spin down) = 9.0 / 9.9 eV
HOMO (spin up / spin down) = -11.5 / -12.4 eV

The geometry in ORCA input format:
```
! RIJCOSX wB97M-V def2-TZVPD def2/J DEFGRID3
* xyz 0 1
F 2.26410 -1.63482 -0.52892
O 2.79301 0.85919 0.25246
O -0.08284 -0.78342 0.51014
O 0.77224 1.28300 -0.39250
N 1.12930 -0.60958 0.76465
N 1.64853 0.64492 0.12760
H -0.42722 -0.06566 -0.12275
*
```

Version 3
DFT (ωB97M-V with the def2-TZVPD basis set) results for one molecule with the formula FHN2O3.

Computed properties:
Frontier orbital gap = 10.8 eV
HOMO = -10.5 eV
SMILES string = O=[N+]([O-])N(O)F

The geometry in ORCA input format:
```
! RIJCOSX wB97M-V def2-TZVPD def2/J DEFGRID3
* xyz 0 1
F -0.93248 -0.39459 1.41681
O 0.26610 1.25214 0.54315
O -0.12344 -1.97546 -0.54398
O 1.18539 -0.36604 -1.20480
N 0.30590 -0.89249 -0.64056
N -0.64682 0.29009 0.25837
H -0.05464 2.08634 0.17100
*
```

version 3 ends up most stable, edging out the next structure by 105.8 kJ/mol.